Arrangement 1

# C5H12NO

An isolated molecule of C5H12NO (the ωB97M-V functional and the def2-TZVPD basis, OMol25).

Summary:
Kohn-Sham gap (alpha / beta) = 0.336 / 0.252 Ha
2S+1 = 2

Bonds (Å) are listed after each position.
Positions of all 19 atoms, in Å:
1 C -0.17 0.33 -0.67  H2 1.099, C4 1.557, N6 1.410, H17 1.164
2 H -1.25 0.55 -0.65  C1 1.099
3 H -2.13 -2.38 -0.18  C11 1.104
4 C 0.33 1.71 -1.19  C1 1.557, H8 1.198, H9 1.135, O16 1.352
5 H 0.66 0.15 2.53  C7 1.165
6 N 0.24 -0.40 0.46  C1 1.410, C7 1.531, C14 1.488
7 C -0.01 0.53 1.65  H5 1.165, N6 1.531, H10 1.180, H19 1.045
8 H 0.38 1.72 -2.39  C4 1.198
9 H -0.54 2.42 -1.40  C4 1.135
10 H 0.21 1.60 1.21  C7 1.180
11 C -1.05 -2.52 -0.37  H3 1.104, C14 1.515, H15 1.094, H18 1.104
12 H -0.96 -1.57 1.68  C14 1.169
13 H 0.53 -2.26 1.25  C14 1.123
14 C -0.32 -1.76 0.72  N6 1.488, C11 1.515, H12 1.169, H13 1.123
15 H -0.94 -3.59 -0.18  C11 1.094
16 O 1.40 2.30 -0.62  C4 1.352
17 H 0.13 -0.40 -1.52  C1 1.164
18 H -0.64 -2.21 -1.35  C11 1.104
19 H -1.01 0.57 1.94  C7 1.045

Atom charges from the Mulliken analysis, given in e for atoms 1 to 5:
1. C -0.32
2. H 0.29
3. H 0.28
4. C -0.33
5. H 0.26

***

Arrangement 2

# C5H12NO

An isolated molecule of C5H12NO (the ωB97M-V functional and the def2-TZVPD basis, OMol25).

Summary:
Kohn-Sham gap (alpha / beta) = 0.191 / 0.308 Ha
2S+1 = 2

Bonds (Å) are listed after each position.
Positions of all 19 atoms, in Å:
1 C 0.42 0.02 1.95  H2 1.091, C11 1.521, H12 1.098, H17 1.100
2 H 1.43 -0.38 1.93  C1 1.091
3 N 0.09 -1.38 -0.88  C7 1.584, H9 1.036, H13 1.015, H19 1.014
4 C -1.47 0.68 0.47  H5 1.096, H8 1.081, C11 1.511, H15 1.079
5 H -1.70 1.05 -0.54  C4 1.096
6 C 0.67 0.66 -1.89  C7 1.484, O16 1.302, H18 1.082
7 C 0.74 0.03 -0.55  N3 1.584, C6 1.484, H10 1.096, C11 1.551
8 H -1.79 -0.35 0.49  C4 1.081
9 H 0.26 -1.44 -1.90  N3 1.036
10 H 1.77 -0.27 -0.30  C7 1.096
11 C 0.03 0.71 0.65  C1 1.521, C4 1.511, C7 1.551, H14 1.087
12 H 0.37 0.62 2.87  C1 1.098
13 H 0.53 -2.13 -0.35  N3 1.015
14 H 0.38 1.71 0.45  C11 1.087
15 H -1.95 1.34 1.18  C4 1.079
16 O -0.14 0.15 -2.77  C6 1.302
17 H -0.25 -0.82 2.18  C1 1.100
18 H 1.51 1.25 -2.22  C6 1.082
19 H -0.91 -1.43 -0.75  N3 1.014

Atom charges from the Mulliken analysis, given in e for atoms 1 to 5:
1. C -1.47
2. H 0.40
3. N -0.40
4. C -1.53
5. H 0.38

***

The energy of each structure relative to the most stable one, in eV, is as follows: arrangement 1 1.808; arrangement 2 0.000.

***

Arrangement 1

# C4H10OSi

A cluster of 2 separate species, C4H10OSi in total (the ωB97M-V functional and the def2-TZVPD basis, OMol25).

Summary:
Kohn-Sham gap (alpha / beta) = 0.297 / 0.266 Ha

Bonds (Å) are listed after each position.
Positions of all 16 atoms, in Å:
1 H 1.35 0.99 -2.25  C16 1.006
2 H 0.26 -1.54 2.64  C6 1.073
3 Si 0.48 1.00 1.40  H8 1.432, H10 1.385, O11 1.641
4 H -1.10 1.28 -3.31  C12 1.241
5 C 0.05 -0.79 -2.82  H7 1.074, C12 1.496, H13 1.109, C16 1.473
6 C -0.16 -0.85 3.35  H2 1.073, H9 1.049, O11 1.428, H15 1.116
7 H -0.24 -1.68 -2.29  C5 1.074
8 H 1.82 0.52 1.50  Si3 1.432
9 H 0.39 -0.70 4.22  C6 1.049
10 H -0.03 2.29 1.51  Si3 1.385
11 O -0.13 0.48 2.83  Si3 1.641, C6 1.428
12 C -0.74 0.44 -2.48  H4 1.241, C5 1.496, H14 1.069, C16 1.414
13 H 0.32 -0.94 -3.88  C5 1.109
14 H -1.66 0.31 -1.94  C12 1.069
15 H -1.21 -1.15 3.58  C6 1.116
16 C 0.61 0.34 -2.06  H1 1.006, C5 1.473, C12 1.414

Atom charges from the Mulliken analysis, given in e for atoms 1 to 5:
1. H 0.30
2. H 0.31
3. Si 0.26
4. H 0.16
5. C -0.44

***

Arrangement 2

# C4H10OSi

A cluster of 2 separate species, C4H10OSi in total (the ωB97M-V functional and the def2-TZVPD basis, OMol25).

Summary:
SMILES = C=[SiH2].C=C(C)O
Kohn-Sham gap = 0.328 Ha

Bonds (Å) are listed after each position.
Positions of all 16 atoms, in Å:
1 H 2.57 0.52 0.06  C11 1.053
2 H -3.33 1.67 0.06  C9 1.062
3 H 4.49 -2.48 1.77  Si14 1.622
4 H 2.05 -1.68 2.28  Si14 1.505
5 O -1.94 0.89 -2.18  H7 0.979, C15 1.394
6 H -2.78 0.51 1.16  C9 1.066
7 H -2.88 1.08 -2.36  O5 0.979
8 H 4.32 0.16 -0.20  C11 1.144
9 C -2.95 0.68 0.12  H2 1.062, H6 1.066, H13 1.053, C15 1.545
10 H -0.20 -0.01 0.47  C16 1.057
11 C 3.32 -0.20 0.24  H1 1.053, H8 1.144, Si14 1.740
12 H 0.10 -0.19 -1.26  C16 1.046
13 H -3.67 -0.03 -0.19  C9 1.053
14 Si 3.25 -1.52 1.37  H3 1.622, H4 1.505, C11 1.740
15 C -1.75 0.57 -0.84  O5 1.394, C9 1.545, C16 1.310
16 C -0.60 0.04 -0.51  H10 1.057, H12 1.046, C15 1.310

Atom charges from the Mulliken analysis, given in e for atoms 1 to 5:
1. H 0.27
2. H 0.38
3. H -0.04
4. H -0.06
5. O -0.52

***

The energy of each structure relative to the most stable one, in eV, is as follows: arrangement 1 2.082; arrangement 2 0.000.